Computed, not measured: C23H27AsClGaN3S2 as an isolated structure, with wB97M-V/def2-TZVPD.

```
58
C23H27AsClGaN3S2, DFT wB97M-V/def2-TZVPD
H 1.4522 2.8885 -0.0067
H 1.6339 -5.1219 0.2002
H -0.3617 -4.7669 -2.5638
H -1.0093 -3.7295 2.1750
H 1.4661 0.2303 -2.5144
C -1.3574 -4.2908 1.3106
H -1.5041 0.0231 5.3799
C -0.2342 0.1754 2.2363
H -1.4605 5.2970 -2.8139
H -1.1850 -5.3556 1.4629
C -1.9764 1.0355 -0.9281
H 1.8038 -3.5009 0.9206
C 3.5909 0.0725 -2.8900
N -2.0201 3.4414 -0.0880
H -0.0352 3.2069 0.6365
C 5.0187 -0.2813 -0.9647
C -3.9495 2.6208 -1.4176
H 2.0358 -3.7215 -0.8279
C -2.1558 4.6292 -2.3223
C 2.6099 -0.0489 -0.7233
H -1.7478 0.6571 -1.9257
H -1.9845 -4.8671 -1.8615
H -3.8904 5.5760 -3.0545
C -3.4818 4.7547 -2.4811
H -2.1871 0.4916 3.0570
C -1.6086 3.5600 -1.4898
C 1.4762 -4.0555 0.0432
H -2.7398 0.3686 -0.5287
S -0.8452 -1.7803 -0.9284
C 1.0932 -0.1642 2.5560
H 0.8364 -0.5524 5.9042
C 4.8572 -0.1168 -2.3275
N 1.5967 -0.0328 0.2115
C -1.1566 0.2346 3.2722
H 3.4995 0.1911 -3.9613
H -0.5707 3.2827 -1.6519
H -2.7214 4.1378 0.1464
C 3.8809 -0.2476 -0.1683
Cl -5.0534 1.3388 -1.0646
H 5.9987 -0.4236 -0.5298
H 1.1673 2.5685 1.5733
As -0.4062 -3.7287 -0.2789
H 2.5145 -0.6752 4.0939
H 5.7275 -0.1356 -2.9694
H -0.7144 -5.9955 -1.3200
C 2.0203 -0.2090 1.4328
C -0.9225 -4.9803 -1.6569
Ga -0.4065 0.6264 0.2837
C -4.3942 3.7454 -2.0031
C 0.5441 -0.3539 4.8820
C -0.7731 -0.0289 4.5830
H -2.4186 -4.1044 1.1629
C -2.5346 2.4419 -1.0243
N 0.7521 2.5541 0.6475
C 1.4838 -0.4231 3.8689
H -5.4493 3.8548 -2.2142
S 3.7366 -0.4186 1.5606
C 2.4596 0.1059 -2.1009
```

The net charge is +1. The calculation puts the energy above the lowest of the compared OMol25 structures with the same formula, charge and spin at 88.2 kJ/mol. The spin multiplicity is 1. For the LUMO energy, the calculation gives -2.9792 eV. As for the molar mass: 589.722 g/mol.